1.
Computed, not measured: C20H22Cl3N6PdSSbSi as an isolated structure, with the ωB97M-V functional and the def2-TZVPD basis.

```
55
C20H22Cl3N6PdSSbSi, DFT the ωB97M-V functional and the def2-TZVPD basis
Sb 2.26607 -1.39073 -1.64105
Pd -0.29173 0.02175 0.50891
Cl -4.99453 -0.31852 3.49491
Cl -3.61409 0.26921 0.51130
Cl -4.81500 -2.76303 1.21319
S -0.73488 2.00457 1.80928
Si -3.98736 -1.10656 1.96584
N 0.46900 1.11649 -1.25502
N 0.55921 4.25800 2.07701
N -1.32434 -1.33802 -1.62320
N 1.72309 -0.67884 1.35486
N -1.09239 -1.38033 2.47614
N 1.86328 2.50510 1.37950
C 2.24333 1.33864 -2.82992
C -0.88625 -2.05177 -0.67815
C 2.38528 -1.48372 0.48036
C 3.30673 -2.42405 0.90630
C -0.08823 2.23919 -1.73646
C 1.58307 0.62570 -1.84142
C -1.97086 -3.92641 -1.51944
C -2.11039 -1.78090 -2.63051
C -2.23990 -1.47142 2.48749
C 2.01470 -0.78329 2.66839
C -2.43372 -3.12635 -2.56795
C 1.74340 2.56149 -3.25771
C 0.67839 2.97741 1.73745
C -1.17651 -3.40324 -0.50937
C 0.54774 2.98896 -2.72670
C -1.44858 2.68879 -1.29678
C 3.59765 -2.55143 2.25758
C -2.55797 -0.83842 -3.69433
C 1.35826 0.05882 3.71392
C 2.95582 -1.70720 3.12978
H -0.80360 -3.99295 0.31361
H -3.06327 -3.55034 -3.33960
H 2.24987 3.13381 -4.02321
H 4.31334 -3.28199 2.60960
H 3.81605 -3.04735 0.18129
H 2.12387 0.56063 4.30733
H 2.68713 3.08631 1.38009
H -1.99961 3.03302 -2.17190
H -3.61796 -0.97073 -3.90637
H 1.97127 1.51838 1.18447
H 1.35122 4.87945 2.12823
H -2.38245 0.19181 -3.39188
H -2.24355 -4.97424 -1.49312
H 0.67466 0.79169 3.31142
H -0.33580 4.61240 2.37234
H -1.39537 3.52111 -0.59618
H 0.79229 -0.58180 4.39086
H -2.01550 1.89091 -0.82694
H 3.15279 -1.74924 4.19223
H -2.01146 -1.02423 -4.62039
H 3.13858 0.93225 -3.28379
H 0.06921 3.89122 -3.08233
```

The value obtained for the largest force on an atom is 0.66 eV Å⁻¹. As for the net charge: +2. The spin multiplicity is 5. As for the expectation value of S²: 6.0203. The energy comes out at -96323.20167 eV.

Atomic partial charges in e from the natural (NBO) method, atoms 1 to 6:
1. Sb 0.92
2. Pd 1.03
3. Cl -0.24
4. Cl -0.31
5. Cl -0.26
6. S -0.15

2.
Computed, not measured: a 8-piece molecular cluster, C20H22Cl4O15 overall in a non-equilibrium geometry, with the ωB97M-V functional and the def2-TZVPD basis.

```
61
C20H22Cl4O15, DFT the ωB97M-V functional and the def2-TZVPD basis
Cl -0.46448 3.27865 -0.13515
Cl -3.61156 6.70104 -1.21999
Cl -5.27898 4.28772 -1.25947
Cl 0.67684 0.70959 -0.97580
O 2.96788 0.00641 1.33221
O -4.50717 -5.28833 0.17378
O -0.82517 -2.40196 -0.21437
O 5.62768 -1.56632 -5.43387
O -0.93245 -0.52868 2.47593
O 0.42807 -3.30826 6.75045
O 6.40806 2.98632 -4.67212
O -6.06387 -3.15557 -0.30781
O 3.60327 -1.41277 -3.73748
O -2.43009 -0.19797 4.73842
O -2.35927 -0.32688 -0.76323
O -3.55718 1.34475 1.32939
O 4.38388 3.11309 -2.88995
O 1.02830 4.63969 -2.91128
O 2.26862 -3.04069 4.82371
C 5.37436 -0.38411 -4.87603
C 3.99520 0.83772 -3.15535
C -2.60335 -3.95590 -0.04779
C 0.03416 1.67372 0.37305
C 0.16017 -2.55455 5.84821
C 4.67291 1.94300 -3.47106
C 6.12588 0.69084 -5.11084
C -2.96267 -1.49177 -0.49506
C -3.87081 5.06357 -0.54952
C -0.53893 -1.06620 3.49117
C 4.25784 -0.40151 -3.86288
C 5.80512 1.96022 -4.46218
C -4.87329 -2.94994 -0.24173
C -4.27999 -1.62995 -0.43300
C -3.93015 -4.10032 -0.02682
C 1.11552 -2.40861 4.69205
C -1.00590 -1.67237 5.83678
C 0.73125 -1.78695 3.57105
C -1.37891 -1.02457 4.73995
C -2.00670 -2.64965 -0.26228
H -4.00453 5.19924 0.51381
H -0.80138 1.12199 0.78680
H -1.63941 -1.59056 6.71178
H 0.43116 4.10088 -2.38116
H 6.88381 0.67871 -5.88204
H 3.14426 0.91224 -2.49389
H -3.79369 0.55847 1.83047
H -1.40549 -0.46362 -0.59400
H 0.79750 1.79025 1.13228
H -3.36766 1.01045 0.44333
H -2.40123 0.41511 3.99116
H 0.45136 5.18961 -3.44920
H -4.94949 -0.78016 -0.48129
H 4.88552 -2.15991 -5.22883
H -1.94763 -4.79848 0.13163
H 2.32902 -3.38137 5.73143
H 4.71082 3.83909 -3.44057
H -2.98883 4.49633 -0.80696
H -5.46627 -5.13671 0.22598
H 2.23968 -0.14268 0.71834
H 3.28321 0.89341 1.13551
H 1.42521 -1.68479 2.74435
```

The value obtained for the largest force on an atom is 1.16 eV Å⁻¹. The energy comes out at -101897.23821 eV.

Atomic partial charges in e from the natural (NBO) method, atoms 1 to 6:
1. Cl -0.02
2. Cl -0.05
3. Cl -0.01
4. Cl -0.04
5. O -0.95
6. O -0.63

3.
Computed, not measured: C20H22ClN4O2RbSe2 as an isolated structure in a non-equilibrium geometry, with the ωB97M-V functional and the def2-TZVPD basis.

```
52
C20H22ClN4O2RbSe2, DFT the ωB97M-V functional and the def2-TZVPD basis
Rb -0.64008 -0.69740 0.11356
Se -1.12316 -3.08529 -3.98615
Se -1.22197 -4.61270 -2.28026
Cl 1.75131 4.29695 6.79843
O -1.06297 0.02397 2.47414
O 1.08647 -0.22980 1.92203
N -2.61796 -1.37689 -2.29342
N 1.98369 0.63464 -1.89081
N 0.81280 -3.16008 -1.01352
N -1.58472 2.62731 -0.03679
C -3.40767 -1.48255 -4.54745
C 1.47057 -5.38265 -1.58867
C -0.10684 1.33117 4.88388
C 0.26796 2.24317 5.85846
C 0.60999 2.51232 -1.14542
C 3.01833 -3.91611 -0.51053
C 2.02575 -2.94775 -0.50808
C 0.56162 1.27904 3.66802
C 0.15707 0.26873 2.60613
C -2.53174 -1.84225 -3.52870
C -4.42426 -0.59214 -4.25036
C -3.60660 -0.52654 -2.01389
C 1.97791 3.09796 4.38569
C 0.55029 -4.34496 -1.53710
C 1.29916 3.12896 5.59264
C 1.75726 1.56993 -0.78120
C -0.17414 3.03050 0.07113
C -4.53208 -0.10857 -2.95552
C 1.61441 2.15550 3.43593
C 2.73201 -5.15569 -1.05917
H -3.65145 -0.16210 -0.99301
H -0.05423 4.11488 0.16837
H -3.29006 -1.90728 -5.53467
H 2.19109 -1.97103 -0.06665
H 0.21776 2.57928 0.98259
H 2.78344 3.79632 4.20294
H 3.48289 -5.93461 -1.08359
H -0.23723 2.27280 6.81438
H 2.29105 1.14500 -2.71093
H -0.92855 0.64915 5.06104
H -0.08711 1.93968 -1.76294
H 0.98369 3.33685 -1.75781
H 3.98905 -3.70432 -0.08384
H 2.72666 -0.01385 -1.65756
H 2.65035 2.15007 -0.51576
H -2.04122 2.71533 0.86403
H -5.13180 -0.29478 -5.01306
H -5.32211 0.57644 -2.68041
H 2.16855 2.07781 2.50860
H 1.47948 0.97785 0.09190
H 1.20064 -6.32839 -2.03642
H -2.06330 3.24611 -0.68021
```

The value obtained for the largest force on an atom is 2.16 eV Å⁻¹. The energy comes out at -175024.24038 eV.

Atomic partial charges in e from the natural (NBO) method, atoms 1 to 6:
1. Rb 0.93
2. Se 0.17
3. Se 0.18
4. Cl -0.01
5. O -0.79
6. O -0.81